Record 1
The following is a quantum chemistry calculation of a 14-piece molecular cluster, C28H39Cl39N2O5PS overall, from OMol25.

The geometry in XYZ format:
```
115
Properties=species:S:1:pos:R:3:mulliken_charge:R:1
C 2.47 1.73 0.83 -0.720
C 1.68 0.68 1.60 0.671
C 1.05 -0.38 0.70 -0.044
C -0.29 -0.02 0.12 0.218
O -0.12 1.05 -0.80 0.058
C -1.30 1.69 -1.18 1.664
C -2.40 0.74 -1.62 -2.279
C -3.44 0.33 -0.54 0.301
C -3.46 -1.22 -0.29 -0.215
C -3.54 -1.43 1.19 -0.192
O -2.76 -2.04 1.84 -0.280
O -4.66 -0.89 1.80 -0.339
C -0.85 2.62 -2.38 -0.165
O -1.46 2.48 -3.46 -0.820
O 0.13 3.37 -2.11 -0.734
N -1.80 2.53 -0.02 0.188
N -0.70 3.03 0.80 -0.043
C -0.94 2.88 1.98 0.228
S -1.26 2.72 3.51 -0.395
P -2.81 3.89 -0.52 -0.320
C -2.52 5.32 0.56 -0.422
C -1.28 6.10 0.13 -1.200
C -4.56 3.38 -0.34 -0.784
C -4.90 2.74 1.04 -0.353
H 1.85 2.50 0.40 0.141
H 3.21 2.19 1.50 0.343
H 3.04 1.23 0.05 -0.174
H 0.93 1.12 2.26 -0.236
H 2.39 0.16 2.25 -0.063
H 1.71 -0.62 -0.13 -0.754
H 0.91 -1.31 1.24 0.273
H -0.61 -0.91 -0.43 -0.203
H -1.04 0.18 0.89 -0.126
H -2.94 1.14 -2.47 0.610
H -1.92 -0.16 -1.98 0.805
H -4.43 0.56 -0.92 0.811
H -3.25 0.79 0.41 -0.059
H -4.34 -1.69 -0.70 0.170
H -2.54 -1.70 -0.60 0.359
H -4.46 0.03 2.03 0.262
H -3.40 5.96 0.46 0.471
H -2.44 5.05 1.62 0.252
H -1.35 6.33 -0.93 0.346
H -0.39 5.52 0.31 0.218
H -1.20 7.02 0.69 0.429
H -4.88 2.78 -1.19 0.453
H -5.12 4.32 -0.41 0.566
H -3.99 2.66 1.64 0.026
H -5.60 3.35 1.61 0.113
H -5.36 1.76 0.89 0.090
C 1.05 -4.52 0.41 -0.166
Cl 0.39 -5.49 -0.92 -0.160
Cl 2.22 -3.35 -0.21 0.053
Cl -0.27 -3.71 1.26 0.016
H 1.55 -5.19 1.09 0.248
C 3.48 0.87 5.48 -0.145
Cl 3.08 -0.76 4.93 -0.080
Cl 5.07 1.35 4.88 -0.134
Cl 2.24 2.02 5.00 -0.082
H 3.53 0.86 6.56 0.405
C -1.92 -0.50 5.84 -0.275
Cl -2.31 -1.33 4.33 0.041
Cl -0.40 0.36 5.66 0.017
Cl -3.22 0.58 6.33 -0.148
H -1.80 -1.25 6.61 0.385
C -9.04 4.61 1.27 0.006
Cl -7.72 5.23 2.25 -0.118
Cl -8.42 3.92 -0.22 -0.098
Cl -9.97 3.41 2.17 -0.128
H -9.70 5.43 1.02 0.325
C 5.97 0.10 1.07 0.296
Cl 5.15 -1.45 1.18 -0.010
Cl 7.66 -0.03 1.59 -0.165
Cl 5.86 0.75 -0.56 -0.122
H 5.47 0.79 1.74 0.017
C 7.97 -0.48 -3.32 0.523
Cl 8.69 -1.76 -2.34 -0.109
Cl 9.22 0.53 -4.06 -0.137
Cl 6.91 -1.16 -4.55 -0.092
H 7.37 0.14 -2.66 -0.158
C 9.31 -1.14 -7.64 0.305
Cl 10.08 -2.44 -6.73 -0.118
Cl 10.52 -0.06 -8.34 -0.138
Cl 8.25 -1.79 -8.89 -0.132
H 8.70 -0.57 -6.95 0.073
C 7.67 -4.53 2.15 -0.043
Cl 7.66 -6.30 2.07 -0.138
Cl 7.71 -3.84 0.54 -0.038
Cl 6.27 -3.94 3.05 -0.077
H 8.56 -4.22 2.68 0.280
C -0.73 -6.28 4.27 0.492
Cl 0.91 -6.47 3.65 -0.128
Cl -1.64 -7.78 4.11 -0.133
Cl -0.71 -5.74 5.95 -0.132
H -1.23 -5.52 3.68 -0.105
C 2.97 -0.10 -3.64 -0.184
Cl 3.37 -0.76 -2.05 -0.036
Cl 3.21 -1.35 -4.89 -0.190
Cl 1.34 0.52 -3.69 -0.013
H 3.65 0.71 -3.84 0.332
C 1.62 -0.64 -8.26 0.612
Cl 2.99 0.19 -9.02 -0.136
Cl 0.21 0.41 -8.19 -0.115
Cl 1.26 -2.15 -9.11 -0.147
H 1.91 -0.89 -7.25 -0.200
C -4.64 -3.10 -4.01 0.007
Cl -3.83 -1.56 -3.84 -0.008
Cl -5.78 -3.37 -2.68 -0.147
Cl -5.48 -3.22 -5.57 -0.142
H -3.90 -3.88 -3.97 0.292
C -6.62 -1.86 4.64 0.316
Cl -6.65 -2.39 6.32 -0.157
Cl -6.09 -3.15 3.58 -0.114
Cl -8.20 -1.24 4.15 -0.147
H -5.91 -1.05 4.56 0.061
```

Properties
* charge: -1
* HOMO-LUMO gap: 6.172 eV

Record 2
The following is a quantum chemistry calculation of a single C4H6N2O2 molecule, from OMol25.

The geometry in XYZ format:
```
14
Properties=species:S:1:pos:R:3:nbo_charge:R:1
C -1.49 0.74 1.35 -0.058
C -0.24 0.03 1.16 0.119
C 0.27 -0.15 -0.02 0.157
C 1.12 -0.82 -1.01 -0.693
N -2.06 1.17 0.28 -0.227
N -1.59 0.62 -0.82 0.050
O 0.41 -0.59 2.33 -0.699
O -1.57 1.26 -1.99 -0.528
H -1.85 0.85 2.39 0.209
H 1.61 -1.59 -0.53 0.233
H 0.31 -1.27 -1.76 0.270
H 1.81 -0.14 -1.51 0.235
H 0.34 0.06 3.05 0.471
H -1.42 2.16 -2.02 0.462
```

Properties
* HOMO-LUMO gap (spin up / spin down): 8.228 / 8.225 eV
* ΔE to the lowest compared entry with this formula, charge and spin: 656.8 kJ/mol

Record 3
The following is a quantum chemistry calculation of a 2-piece molecular cluster, C30H34NO2 overall, from OMol25.

The geometry in XYZ format:
```
67
Properties=species:S:1:pos:R:3:nbo_charge:R:1
C -3.70 -2.49 2.92 -0.403
C -2.60 -2.84 1.93 -0.402
C -1.30 -2.09 2.20 -0.202
N -1.46 -0.68 2.50 -0.454
C -0.36 0.13 2.38 0.210
C 0.60 -0.07 1.42 -0.562
C -0.31 1.35 3.28 0.012
C -0.49 2.62 2.73 -0.229
C -0.62 3.74 3.56 -0.215
C -0.44 3.61 4.94 -0.198
C -0.13 2.35 5.49 -0.206
C -0.08 1.23 4.67 -0.229
C -2.59 -0.27 3.33 -0.210
C -3.89 -0.98 2.98 -0.402
H -4.64 -2.97 2.61 0.219
H -3.45 -2.87 3.92 0.205
H -2.38 -3.92 1.97 0.221
H -2.94 -2.62 0.91 0.185
H -0.76 -2.59 3.03 0.186
H -0.66 -2.19 1.31 0.191
H 1.35 0.70 1.30 0.215
H 0.72 -1.01 0.90 0.192
H -0.56 2.71 1.64 0.210
H -0.87 4.71 3.13 0.217
H -0.52 4.48 5.60 0.222
H 0.05 2.24 6.56 0.225
H 0.16 0.24 5.08 0.221
H -2.36 -0.44 4.40 0.182
H -2.76 0.82 3.22 0.220
H -4.26 -0.61 2.01 0.191
H -4.64 -0.71 3.73 0.225
C -1.29 5.85 -1.38 -0.264
O -2.11 4.78 -0.84 -0.466
C -1.75 3.50 -1.10 0.397
C -2.61 2.48 -0.62 -0.263
C -2.24 1.16 -0.71 -0.130
C -1.00 0.78 -1.29 -0.090
C -0.58 -0.59 -1.36 0.047
C 0.42 -1.02 -2.23 -0.332
C 0.92 -2.32 -2.33 0.054
C 2.11 -2.65 -3.04 -0.213
C 2.49 -4.00 -3.29 -0.094
C 3.64 -4.33 -3.97 -0.269
C 4.49 -3.30 -4.45 0.405
O 5.63 -3.69 -5.08 -0.460
C 6.54 -2.68 -5.56 -0.264
C 4.13 -1.94 -4.25 -0.337
C 2.99 -1.64 -3.54 -0.034
C -0.15 1.82 -1.77 -0.127
C -0.53 3.15 -1.73 -0.310
H -1.83 6.75 -1.11 0.221
H -0.29 5.85 -0.92 0.191
H -1.21 5.77 -2.47 0.190
H -3.56 2.78 -0.17 0.247
H -2.90 0.38 -0.33 0.230
H -1.17 -1.33 -0.82 0.222
H 0.83 -0.29 -2.94 0.213
H 0.36 -3.14 -1.87 0.221
H 1.84 -4.80 -2.92 0.227
H 3.93 -5.36 -4.15 0.249
H 7.36 -3.25 -6.00 0.222
H 6.06 -2.05 -6.33 0.191
H 6.91 -2.05 -4.74 0.192
H 4.77 -1.14 -4.63 0.239
H 2.76 -0.59 -3.34 0.207
H 0.83 1.57 -2.18 0.217
H 0.11 3.92 -2.16 0.238
```

Properties
* charge: +1
* HOMO-LUMO gap: 4.792 eV
* ΔE to the lowest compared entry with this formula, charge and spin: 0.6 kJ/mol

Record 4
The following is a quantum chemistry calculation of C22H16F12IN2O3Re as an isolated structure, from OMol25.

The geometry in XYZ format:
```
57
Properties=species:S:1:pos:R:3:mulliken_spin:R:1
Re 0.17 0.51 2.06 2.243
C -3.98 -4.12 -0.71 -0.002
C -2.93 -3.08 -0.43 0.019
C -2.83 -1.92 -1.19 -0.009
C -1.84 -0.99 -0.92 0.045
C -0.93 -1.19 0.10 -0.008
N 0.11 -0.21 0.30 0.337
C 0.91 0.29 -0.77 0.012
C 0.89 -0.41 -1.98 0.043
C 1.52 0.07 -3.11 -0.030
C 2.21 1.28 -3.08 0.043
C 2.88 1.84 -4.31 -0.002
C 2.31 1.91 -1.86 -0.017
C 1.73 1.44 -0.69 0.008
C 2.23 2.08 0.61 0.096
O 1.69 1.57 1.80 0.029
C 2.02 3.66 0.63 -0.014
F 1.51 4.05 1.79 0.000
F 1.18 4.06 -0.33 0.001
F 3.17 4.31 0.44 0.001
C 3.75 1.72 0.77 -0.006
F 4.51 2.17 -0.22 0.000
F 3.85 0.39 0.80 -0.006
F 4.21 2.20 1.92 0.002
C -1.07 -2.30 0.94 -0.016
C -2.05 -3.23 0.64 0.010
C -0.20 -2.42 2.20 0.111
O -0.15 -1.16 2.85 0.083
C 1.25 -2.92 1.85 -0.006
F 1.81 -3.58 2.85 0.001
F 2.05 -1.88 1.57 0.010
F 1.21 -3.71 0.79 0.000
C -0.82 -3.34 3.28 -0.012
F -0.76 -4.63 2.92 0.001
F -2.10 -3.02 3.47 0.000
F -0.19 -3.19 4.44 -0.001
H -4.52 -3.91 -1.63 0.000
H -4.71 -4.18 0.10 0.002
H -3.53 -5.11 -0.81 0.001
H -3.52 -1.75 -2.00 0.001
H -1.75 -0.11 -1.54 0.000
H 0.36 -1.35 -2.04 0.003
H 1.47 -0.50 -4.03 -0.001
H 2.51 1.38 -5.22 0.000
H 3.96 1.67 -4.27 0.004
H 2.73 2.92 -4.38 0.002
H 2.93 2.80 -1.81 0.000
H -2.15 -4.12 1.25 0.001
N -2.95 1.73 1.25 0.019
C -1.91 2.50 0.96 -0.012
O -0.75 2.26 1.38 -0.002
C -2.11 3.70 0.11 0.006
I -2.55 5.35 1.39 0.002
H -2.87 0.96 1.89 0.014
H -3.88 2.00 0.95 -0.003
H -2.95 3.59 -0.57 0.000
H -1.19 3.93 -0.40 -0.003
```

Properties
* multiplicity: 4
* charge: +1
* HOMO-LUMO gap (spin up / spin down): 6.935 / 6.846 eV
* ΔE to the lowest compared entry with this formula, charge and spin: 0.0 kJ/mol

Record 5
The following is a quantum chemistry calculation of C13H17Cl2N2O2PtSe as an isolated structure, from OMol25.

The geometry in XYZ format:
```
38
Properties=species:S:1:pos:R:3:mulliken_spin:R:1
Pt 0.63 -0.19 -0.68 0.463
Cl 3.18 -0.54 1.22 0.087
C 4.63 -0.20 0.40 0.852
Cl 2.11 1.18 -2.19 0.432
H 5.07 -1.01 -0.16 0.021
H 5.09 0.75 0.59 0.017
C -1.42 1.78 0.22 -0.015
N -0.09 1.32 0.70 0.109
C 0.80 2.48 0.85 0.006
C -0.26 0.63 2.01 -0.014
C -0.68 -0.79 1.79 0.047
C -1.32 -1.52 2.78 -0.003
C -1.61 -2.86 2.58 0.006
C -1.24 -3.48 1.39 0.000
C -0.60 -2.75 0.39 0.004
C -0.32 -1.40 0.58 0.018
H -1.80 2.55 0.90 0.002
H -2.11 0.94 0.22 0.001
H -1.34 2.18 -0.78 -0.003
H 0.42 3.15 1.62 0.001
H 0.85 3.02 -0.10 -0.003
H 1.80 2.14 1.12 0.004
H -0.98 1.19 2.61 0.002
H 0.70 0.68 2.53 0.001
H -1.60 -1.04 3.71 0.000
H -2.11 -3.43 3.35 0.000
H -1.45 -4.53 1.24 0.000
H -0.31 -3.26 -0.52 0.005
Se 1.81 3.48 -3.40 1.374
C 0.03 3.43 -3.14 -0.151
N -1.11 3.36 -2.96 0.286
C -1.77 -0.68 -2.86 0.012
O -0.58 -1.48 -3.08 0.048
C 0.39 -1.44 -2.21 0.059
O 1.37 -2.13 -2.26 0.339
H -2.57 -1.22 -3.35 0.001
H -1.64 0.29 -3.32 -0.004
H -1.97 -0.59 -1.80 -0.008
```

Properties
* multiplicity: 5
* charge: +1
* HOMO-LUMO gap (spin up / spin down): 8.064 / 4.033 eV
* ΔE to the lowest compared entry with this formula, charge and spin: 80.1 kJ/mol

Record 6
The following is a quantum chemistry calculation of a single C19H21ClN2O6S molecule, from OMol25.

The geometry in XYZ format:
```
50
Properties=species:S:1:pos:R:3:nbo_charge:R:1
C -3.86 1.64 4.82 -0.624
C -3.45 1.51 3.38 -0.036
C -2.91 0.33 2.89 -0.206
C -2.53 0.22 1.57 -0.253
C -2.68 1.30 0.70 0.218
C -3.22 2.49 1.18 -0.247
C -3.60 2.58 2.51 -0.198
H -4.01 3.51 2.87 0.208
H -3.34 3.33 0.52 0.252
N -2.28 1.12 -0.63 -0.631
C -2.29 2.03 -1.62 0.655
O -2.74 3.15 -1.58 -0.603
C -1.73 1.50 -2.96 -0.172
H -2.54 0.98 -3.49 0.214
O -0.66 0.56 -2.87 -0.527
C 0.58 1.05 -2.89 0.801
O 0.86 2.21 -2.96 -0.578
C 1.61 -0.09 -2.97 -0.172
N 1.24 -1.23 -2.15 -0.858
S 0.52 -0.89 -0.66 2.319
O 0.66 0.51 -0.38 -0.943
O -0.81 -1.44 -0.68 -0.963
C 1.49 -1.88 0.47 -0.359
C 0.88 -2.94 1.11 -0.161
C 1.61 -3.72 1.98 -0.241
C 2.95 -3.43 2.20 -0.005
C 3.56 -2.36 1.55 -0.249
C 2.83 -1.58 0.68 -0.120
H 3.27 -0.74 0.16 0.263
H 4.60 -2.15 1.73 0.236
Cl 3.87 -4.40 3.28 0.028
H 1.15 -4.56 2.49 0.236
H -0.16 -3.14 0.91 0.246
H 0.67 -1.90 -2.63 0.418
H 1.61 -0.42 -4.02 0.244
C 3.03 0.42 -2.65 0.100
O 3.20 0.75 -1.30 -0.736
H 2.45 1.27 -0.99 0.503
C 4.07 -0.64 -3.00 -0.627
H 3.84 -1.56 -2.49 0.215
H 5.05 -0.29 -2.68 0.228
H 4.09 -0.81 -4.07 0.209
H 3.18 1.32 -3.27 0.188
H -1.40 2.37 -3.54 0.233
H -1.86 0.22 -0.82 0.429
H -2.11 -0.70 1.19 0.217
H -2.79 -0.52 3.55 0.205
H -4.88 2.01 4.89 0.217
H -3.81 0.68 5.33 0.211
H -3.21 2.34 5.34 0.217
```

Properties
* SMILES string: Cc1ccc(NC(=O)COC(=O)[C@H](NS(=O)(=O)c2ccc(Cl)cc2)[C@H](C)O)cc1
* HOMO-LUMO gap: 8.163 eV
* ΔE to the lowest compared entry with this formula, charge and spin: 22.9 kJ/mol

no.,largest force on an atom (eV Å⁻¹)
1,3.18
2,4.71
3,1.49
4,0.66
5,0.36
6,0.96